ORCA calculation (ωB97M-V/def2-TZVPD) on 6 unconnected molecules or ions with the total composition C58H136F6N2O2P4 at a distorted geometry.

The calculation puts the relative energy (zero: lowest compared OMol25 entry of this formula, charge and spin) at 220.6 kJ/mol. For the orbital gap, the calculation gives 9.853 eV. Its energy is -4514.977327 Ha. The lowest unoccupied orbital energy is -5.920 eV.

Structure (ORCA input):
```
! RIJCOSX wB97M-V def2-TZVPD def2/J DEFGRID3
* xyz 4 1
H 0.31 -9.37 10.56
H 6.24 6.83 8.86
C 5.78 -4.55 -10.22
H -3.13 5.09 -2.03
H 1.47 0.84 -6.32
H 6.23 4.56 -2.05
H -8.51 0.26 -6.24
C 0.53 1.78 -8.13
C 6.27 6.85 -3.56
C -3.80 5.58 -1.33
H 4.72 -4.78 -10.36
C 2.95 0.73 -8.00
C -1.97 -0.68 6.34
H 5.76 -4.00 -4.74
C -1.47 -7.05 9.78
H -1.46 -9.65 10.77
H -1.68 -1.43 -8.60
H 7.04 8.82 -1.50
H 3.25 -5.73 5.89
H -1.75 -7.86 4.83
C 5.19 6.55 8.81
H 3.63 -2.25 -9.18
H -9.75 3.55 -0.96
H -0.68 -2.51 -6.73
H 4.48 6.26 -1.29
H -7.03 2.88 1.70
H 4.27 6.81 5.53
H -5.00 -7.53 6.56
C -9.12 3.48 1.17
H -1.83 -1.80 8.23
H 1.28 -1.39 -8.43
C 3.81 -3.72 6.38
C -7.54 3.74 -0.94
H -1.80 0.31 6.77
H 5.64 4.27 7.98
C 1.75 1.37 -7.22
N 4.58 5.92 7.48
H -4.61 3.30 -2.45
P 0.55 1.13 -0.11
H -3.33 6.51 -0.99
H -2.43 -5.70 5.50
H -1.16 -2.66 -9.75
H -0.35 2.26 -7.70
H 5.18 -5.38 -2.67
H -4.92 7.16 -2.48
H -5.19 -0.86 -2.01
C -5.04 6.12 -2.21
H 1.09 -6.84 6.14
C 5.21 7.06 -1.24
H 4.61 -1.63 -4.55
H 0.86 2.37 -8.98
H -8.08 3.30 3.14
F -0.56 2.23 0.09
H 7.01 -2.79 -10.19
H -9.16 4.56 1.31
H 6.43 5.30 6.83
C 3.98 0.04 -6.97
C 4.22 -2.67 -8.37
H -7.22 0.76 -0.54
H 5.37 6.29 -3.81
H 4.35 -3.15 -2.94
C 7.51 7.84 -1.49
H 0.12 -7.22 11.40
H 4.03 -4.15 7.36
H 1.78 -5.34 7.71
H -9.29 3.26 -3.57
C -6.36 0.69 -1.21
H -1.42 -0.71 5.40
H 2.85 -3.74 -3.88
H 5.01 0.29 -7.21
H -6.05 1.21 -3.27
C -0.58 -9.11 11.13
H 7.92 5.12 -2.32
H 6.36 -2.75 -7.93
C -8.86 1.18 -5.75
C 2.76 -4.75 5.84
H 0.07 -5.73 5.17
C -1.42 -3.27 6.66
H -8.94 2.09 -0.39
C 1.21 -2.34 -7.91
C 4.71 -3.79 -4.95
H -1.47 -7.36 11.97
C -8.89 3.18 -0.39
C -0.25 -2.82 -7.68
H 5.85 -2.06 -5.62
C -2.42 -6.44 6.31
H 4.15 3.27 6.34
C -8.03 2.89 2.13
H -9.71 1.52 -6.34
H 7.15 6.41 -4.04
P -7.04 3.13 -2.60
P -0.90 -5.96 7.21
H 2.52 -4.49 4.81
C -8.28 3.61 -3.81
H 9.25 6.74 -2.31
C 2.00 -2.25 -6.57
C 1.52 -4.91 6.74
H 3.23 -2.80 6.46
H -5.47 1.13 -0.77
H -6.76 -1.44 -1.75
F -0.17 0.95 -1.55
H 9.55 8.67 -3.70
H 2.01 -3.22 -6.08
H 3.96 7.83 6.98
H 4.80 -3.72 5.93
H 6.10 -5.05 -9.31
H 5.60 7.50 6.42
H -7.38 2.19 -6.91
H -8.63 4.05 -5.85
C -5.66 -1.41 0.12
F 1.22 1.36 1.36
O 8.72 8.36 -3.32
C -1.42 -2.48 -8.71
H 7.61 7.67 -0.41
H 3.87 0.36 -5.93
H -0.16 -3.90 -7.55
C 8.86 7.75 -2.16
H -8.28 1.84 2.33
H -9.25 0.79 -4.81
H 4.99 5.91 9.67
C -7.86 3.51 -5.29
C -1.30 -4.32 7.87
H -1.73 -6.00 9.88
O 4.66 4.59 4.74
C 0.50 -5.92 6.16
H 2.76 5.09 6.79
H -0.77 -3.46 5.80
H -4.12 -7.83 4.44
C 4.60 7.07 6.53
F 1.58 -0.06 -0.44
H 3.48 1.62 -8.34
H 3.19 4.57 8.30
H -10.06 2.98 1.41
H 2.58 0.26 -8.92
H -5.91 6.03 -1.56
C -0.86 -7.58 11.10
H 5.74 3.22 5.60
H 0.14 0.82 -8.47
C 3.90 -3.87 -3.63
C 6.98 5.31 -1.80
N 6.51 6.78 -2.09
H -2.47 -7.46 9.66
C -5.22 5.27 -3.52
H 1.65 -2.98 -8.67
C 4.81 -2.29 -5.40
P 3.73 -1.75 -6.85
H 7.14 5.19 -0.73
H -5.69 -2.49 0.20
H 6.15 7.90 -3.84
H -6.75 3.43 -0.26
C -0.56 -7.07 8.53
H 6.15 -4.89 -11.19
C -5.99 -0.84 -1.26
H -0.24 -1.71 7.38
H 9.50 8.41 -1.57
H -3.03 -0.84 6.13
H 4.53 7.40 8.97
H -6.46 -1.11 0.79
H -2.41 -3.21 6.23
H 3.89 -3.70 -8.21
H -4.63 -9.23 7.12
H 3.39 -5.50 -2.32
H 2.03 2.34 -6.79
C 3.14 5.50 7.73
H -1.91 -8.58 6.39
H 5.91 -1.38 -8.72
H -0.38 -9.27 12.19
H 4.80 7.97 -1.68
C -2.37 -7.86 5.72
H 1.15 -3.91 6.96
H 5.56 7.26 -0.22
H 0.37 -6.61 8.87
H 4.02 -5.98 -3.86
H -2.01 -4.20 8.69
C 4.17 -5.27 -3.05
F 1.62 2.13 -0.86
H -0.46 -4.13 8.55
H -3.51 -9.44 4.92
H 4.35 -4.50 -5.69
C 5.96 -3.06 -10.08
C -5.33 3.74 -3.14
H -4.28 5.39 -4.06
H -5.79 -8.88 5.90
H -7.50 4.83 -0.92
H -4.69 -1.08 0.51
C -6.83 1.31 -2.51
H 1.38 -1.67 -5.88
H -6.96 4.10 -5.42
H -7.77 0.98 -2.94
C -1.32 -1.82 7.26
C 5.49 4.80 7.04
H -2.29 -3.12 -8.60
C -7.73 2.14 -5.88
C 4.96 3.89 5.95
H 2.53 6.34 8.05
C -3.68 -8.41 5.25
C -4.81 -8.57 6.27
H -0.30 -8.05 8.15
F -0.21 -0.04 0.66
H -5.91 5.76 -4.20
H -6.77 1.84 -5.46
H 5.41 -2.49 -10.83
H 4.04 4.01 4.28
H -5.21 3.19 -4.08
H -8.38 4.69 -3.71
H -4.01 4.95 -0.47
C 5.66 -2.44 -8.70
H -3.31 -6.18 6.89
*
```

=====

ORCA calculation (ωB97M-V/def2-TZVPD) on a molecular structure, C35H37N4NdO2 at a distorted geometry.

The expectation value of S² is 3.754. For the orbital gap (spin up / spin down), the calculation gives 6.150 / 6.182 eV. Its energy is -2286.415417 Ha. The lowest unoccupied orbital energy (spin up / spin down) is -6.554 / -6.544 eV.

Structure (ORCA input):
```
! RIJCOSX wB97M-V def2-TZVPD def2/J DEFGRID3
* xyz 2 4
C -5.41 2.31 3.46
H 2.96 3.21 -5.93
C -6.48 2.86 4.18
H -2.86 3.54 5.33
H -6.67 1.43 1.97
C 0.88 -0.19 -1.63
C -0.27 -4.89 -3.84
C -0.10 -4.08 -0.31
H 2.22 -6.03 -3.61
H 0.33 -7.25 -2.68
H 1.04 0.07 -5.62
H 2.73 -0.45 0.85
H -0.38 -5.04 0.10
C 1.61 2.48 6.02
H -0.14 -5.73 -4.51
C 1.39 0.08 -2.89
H 3.40 -0.67 2.49
H -4.75 4.59 6.49
H 3.30 3.49 -4.23
C -5.65 1.56 2.29
C 0.47 1.69 4.04
C 0.37 -3.96 -1.62
C -4.93 3.93 5.66
H -7.07 4.12 5.80
H 3.43 -0.24 -4.69
C 1.71 1.38 -3.29
N -1.78 2.03 3.73
H 0.80 2.82 -0.34
H 1.55 -0.72 -3.59
H -4.80 0.52 0.62
C 0.45 2.34 5.28
H 1.64 1.31 -6.71
O -2.37 0.67 1.16
C 1.71 1.19 3.56
C -0.21 -2.96 0.49
H -7.48 2.65 3.85
H 4.31 1.16 -4.08
H -0.49 2.71 5.65
C -4.07 2.52 3.89
C 2.81 1.99 5.54
H 0.74 -6.69 -1.07
H -0.90 -6.47 -1.70
N 0.10 -1.72 0.08
C 2.56 3.10 -4.93
H 3.81 0.99 3.95
C 2.94 0.05 1.80
H 2.67 -5.34 -2.05
Nd -0.39 0.28 1.36
C 2.06 -5.19 -2.94
C -3.27 1.18 1.94
C -4.63 1.04 1.55
C -3.87 3.35 5.00
H -0.57 -3.05 1.52
N -0.69 1.48 3.26
C 0.68 -2.67 -2.04
C 0.15 -6.46 -1.95
C 0.97 2.05 -1.10
C 1.49 2.38 -2.34
C -2.97 1.90 3.17
H 3.64 0.88 1.63
O 1.68 0.53 2.30
C 2.86 1.35 4.31
H 4.00 1.00 -5.80
C 3.58 0.83 -4.81
H 2.40 -4.29 -3.45
H 3.71 2.10 6.11
H 1.65 3.70 -4.87
C -6.25 3.67 5.27
H 0.31 1.68 -5.62
C 2.27 1.62 -4.67
N 0.67 0.80 -0.73
H 0.03 -3.99 -4.37
C 0.57 -5.12 -2.57
H 1.70 3.42 -2.56
H -1.33 -4.81 -3.60
H 1.57 2.97 6.98
C 0.54 -1.57 -1.19
C 1.25 1.13 -5.71
H 1.03 -2.52 -3.04
*
```

=====

ORCA calculation (ωB97M-V/def2-TZVPD) on a gas-phase ion, C3H4N3S (charge +1) at a distorted geometry.

The calculation puts the relative energy (zero: lowest compared OMol25 entry of this formula, charge and spin) at 0.0 kJ/mol. For the orbital gap, the calculation gives 9.620 eV. Its energy is -678.835531 Ha. The lowest unoccupied orbital energy is -3.683 eV. As for the SMILES: [NH2+]=C1N[C@H]1N=C=S.

Structure (ORCA input):
```
! RIJCOSX wB97M-V def2-TZVPD def2/J DEFGRID3
* xyz 1 1
C 1.59 -1.17 1.76
H -2.01 0.11 -2.01
N -1.15 -0.32 -1.65
H 1.31 1.19 -0.20
C 0.56 0.49 0.27
N 0.82 -0.52 1.14
H -0.68 -0.95 -2.27
N -0.85 1.17 0.30
C -0.66 0.38 -0.68
H -1.55 1.67 0.82
S 2.61 -2.06 2.51
*
```

=====

ORCA calculation (ωB97M-V/def2-TZVPD) on a molecular structure, CH5N3OS at a distorted geometry.

The calculation puts the relative energy (zero: lowest compared OMol25 entry of this formula, charge and spin) at 195.8 kJ/mol. For the orbital gap, the calculation gives 10.048 eV. Its energy is -678.701390 Ha. The lowest unoccupied orbital energy is 0.580 eV.

Structure (ORCA input):
```
! RIJCOSX wB97M-V def2-TZVPD def2/J DEFGRID3
* xyz 0 1
H -0.09 1.49 -1.31
H 0.82 0.52 1.28
H -0.73 -1.56 1.20
H 1.11 -1.10 -1.15
O -2.30 0.25 0.91
H 1.85 0.91 -0.14
N -0.52 -1.31 -0.08
N -0.24 1.18 -0.36
N 0.80 -0.93 -0.19
C 0.90 0.47 0.18
S -1.60 0.08 -0.33
*
```

=====

ORCA calculation (ωB97M-V/def2-TZVPD) on a single C14H14ClNO2 molecule at a distorted geometry.

The calculation puts the relative energy (zero: lowest compared OMol25 entry of this formula, charge and spin) at 1183.5 kJ/mol. For the orbital gap, the calculation gives 7.123 eV. Its energy is -1206.891511 Ha. The lowest unoccupied orbital energy is -0.110 eV. As for the SMILES: Cc1ccc(C(=O)CCNc2ccc(Cl)cc2)o1.

Structure (ORCA input):
```
! RIJCOSX wB97M-V def2-TZVPD def2/J DEFGRID3
* xyz 0 1
C 3.91 -0.41 -2.91
H -1.52 0.71 -0.01
H -4.35 0.92 4.76
C -1.36 -1.38 3.29
H 0.28 0.94 -0.06
Cl 5.26 1.53 -3.92
C -2.94 0.19 3.50
N 0.46 -0.98 -1.88
H 2.76 2.57 -3.70
H -2.53 -1.16 5.04
O -2.25 0.54 2.21
C 2.97 -0.90 -2.28
C 3.95 0.83 -3.28
H 2.87 -1.81 -1.86
H -3.62 2.14 3.68
H 5.00 -0.82 -2.77
H 0.61 1.49 -2.99
C -3.91 1.16 3.83
C -0.71 -0.40 -1.56
C 1.61 0.85 -2.99
H -4.71 0.99 2.97
C -0.60 0.28 -0.18
C -0.32 -0.59 0.98
C 2.56 1.70 -3.45
C -1.41 -0.50 2.03
C -2.42 -0.99 4.18
C 1.74 -0.50 -2.32
O 0.60 -1.40 0.93
H -0.91 0.31 -2.15
H -1.32 -1.08 -1.32
H 0.95 -1.82 -1.26
H -0.65 -2.41 3.51
*
```

=====

ORCA calculation (ωB97M-V/def2-TZVPD) on 2 unconnected molecules or ions with the total composition C12H17P at a distorted geometry.

The calculation puts the relative energy (zero: lowest compared OMol25 entry of this formula, charge and spin) at 334.1 kJ/mol. For the orbital gap, the calculation gives 9.296 eV. Its energy is -808.667770 Ha. The lowest unoccupied orbital energy is 0.424 eV. As for the SMILES: C/C=C/c1ccccc1.[H]/P=C\CC.

Structure (ORCA input):
```
! RIJCOSX wB97M-V def2-TZVPD def2/J DEFGRID3
* xyz 0 1
C 0.16 -0.86 -1.74
H 1.83 1.34 2.95
H 1.16 -0.63 -1.91
H 0.84 -4.07 1.53
H 1.07 -3.38 -0.79
C 0.27 -3.26 1.21
C 0.10 2.58 0.37
C -0.79 -2.79 1.93
C -0.80 -0.34 -2.47
H -1.11 -3.28 2.93
H -1.54 -0.09 0.11
H 0.45 0.08 -4.05
C 0.45 2.52 1.79
H -0.81 2.05 0.04
H -1.82 -0.44 -2.13
C -0.48 0.40 -3.74
H -0.47 2.43 2.55
C -0.12 -1.54 -0.45
P 0.69 3.47 -0.87
C -1.07 -0.99 0.45
H -1.15 0.27 -4.71
C -1.50 -1.72 1.54
H 1.61 4.41 -0.22
C 0.49 -2.73 -0.13
C 1.40 1.32 1.99
H 0.86 0.48 1.99
H -0.46 1.56 -3.60
H -2.44 -1.62 2.05
H 1.07 3.36 2.14
H 2.11 1.46 1.24
*
```

=====

ORCA calculation (ωB97M-V/def2-TZVPD) on a molecular structure, C27H44BrFeN3OP2 at a distorted geometry.

The calculation puts the relative energy (zero: lowest compared OMol25 entry of this formula, charge and spin) at 115.5 kJ/mol. The expectation value of S² is 6.054. For the orbital gap (spin up / spin down), the calculation gives 6.666 / 4.305 eV. Its energy is -5814.446517 Ha. The lowest unoccupied orbital energy (spin up / spin down) is -6.489 / -8.839 eV.

Structure (ORCA input):
```
! RIJCOSX wB97M-V def2-TZVPD def2/J DEFGRID3
* xyz 2 5
C -0.53 7.23 -6.75
C -0.76 3.02 -4.58
H 4.32 -0.29 -4.03
H -1.16 3.88 -8.43
C -0.14 1.76 -1.10
C -2.84 -1.09 -6.29
C -4.28 -3.43 -2.15
C -1.05 6.01 -8.61
H -2.84 -1.80 -2.07
C -2.90 -2.83 -2.43
H -3.22 -0.11 -6.59
C 2.06 -2.50 -0.78
H 2.81 0.41 -0.08
H 0.66 1.66 -0.38
H 1.66 -1.73 -4.06
H -3.24 -0.58 -4.21
H 0.77 -4.86 -4.39
C 4.60 -0.46 -0.95
H 4.99 -0.86 -1.90
C 3.13 -3.53 -1.15
C -0.94 2.60 -3.24
H -0.80 1.02 2.07
H -1.49 -0.66 -4.60
H -1.31 6.00 -9.67
H 0.91 3.27 -2.24
C 0.02 2.64 -2.19
C -0.40 6.09 -5.95
C -0.31 -4.73 -4.25
P 1.90 -0.98 -1.81
H 3.09 -0.39 -5.30
N -0.36 1.70 2.68
C -2.28 1.00 -1.96
H -0.60 -5.32 -3.37
Br -1.42 -0.45 0.26
H 0.90 3.05 4.18
H -3.12 0.31 -1.93
C -0.68 4.81 -6.51
H -0.13 -2.64 -4.85
H -0.36 8.22 -6.32
N 1.53 2.68 3.49
O 1.63 1.47 1.53
H -0.13 6.21 -4.90
C 2.90 3.09 3.49
H 2.91 -4.01 -2.11
H -2.14 -3.42 -1.89
H -4.45 -3.48 -1.07
C 2.54 -1.41 -3.48
H -0.30 -2.88 -3.08
H -3.03 2.06 -3.65
H -4.35 -4.45 -2.54
H 4.13 -3.09 -1.18
N -0.85 7.20 -8.04
H 4.66 -1.25 -0.19
H 2.20 -2.15 0.26
C -0.64 -3.24 -4.07
H 5.27 0.35 -0.63
C -0.96 4.80 -7.90
H 2.98 4.19 3.48
H 3.21 1.03 -1.69
C 0.99 1.91 2.50
H 1.06 -2.96 -0.81
Fe -1.41 1.74 -5.92
H -0.81 -5.14 -5.13
H 3.14 -4.31 -0.38
P -2.43 -2.84 -4.22
H 3.20 -2.29 -3.39
H -5.08 -2.83 -2.60
C -2.48 -1.10 -4.81
C -0.80 3.61 -5.73
C 3.24 -0.26 -4.22
H -0.73 1.86 3.61
C -1.27 0.92 -0.99
H 2.84 0.72 -3.95
H -3.62 -1.83 -6.51
H 3.40 2.69 2.61
C 3.19 0.11 -1.07
H 3.41 2.72 4.39
C -2.16 1.92 -2.99
H -1.97 -1.32 -6.91
*
```

=====

ORCA calculation (ωB97M-V/def2-TZVPD) on a molecular structure, C5H12N2O at a distorted geometry.

The calculation puts the relative energy (zero: lowest compared OMol25 entry of this formula, charge and spin) at 307.8 kJ/mol. For the orbital gap, the calculation gives 8.108 eV. Its energy is -382.385283 Ha. The lowest unoccupied orbital energy is 0.815 eV.

Structure (ORCA input):
```
! RIJCOSX wB97M-V def2-TZVPD def2/J DEFGRID3
* xyz 0 1
C 0.26 -1.35 -1.61
H -0.84 1.10 -1.76
N 0.74 -1.51 0.80
H 0.77 0.95 2.02
N -0.10 1.46 -1.17
H -1.71 -0.69 0.04
H 2.04 1.20 0.81
C 0.31 -0.74 -0.24
O -1.29 -0.26 2.02
H -2.05 1.08 0.66
H 1.16 -1.07 -2.16
H 0.22 -2.44 -1.55
C -1.49 0.16 0.87
C 0.13 0.66 -0.01
H 0.36 -1.21 1.70
H 0.77 2.42 1.05
H -0.60 -1.01 -2.18
H 0.64 -2.51 0.65
C 0.99 1.35 1.02
H -0.31 2.42 -0.92
*
```

=====

> Which formula does entry 3 have?

C3H4N3S

=====

> Among the records above, which one has the lowest energy?

C27H44BrFeN3OP2